# 1
This record from OMol25 describes a cluster of 3 separate species, C17H41BNO8S in total. The level of theory is wB97M-V/def2-TZVPD.

frontier orbital gap	7.63	eV
electronic energy	-1751.77229	Ha
M	430.393	g mol⁻¹

The geometry in ORCA input format:
```
! wB97M-V def2-TZVPD RIJCOSX def2/J DEFGRID3
* xyz 1 1
C 3.7900 -1.1064 -2.8999
O 2.6951 -0.2337 -3.1838
B 2.2227 0.6307 -2.2470
O 0.9043 0.9501 -2.3487
C 3.1653 1.3095 -1.1415
C 2.5596 2.5246 -0.4349
C 2.7580 3.6404 -1.4500
N 3.9520 3.2251 -2.3082
C 4.4433 1.9188 -1.6990
S 5.6954 2.4442 -0.4650
H 3.7288 -1.9383 -3.5928
H 3.7330 -1.5116 -1.8932
H 4.7494 -0.6197 -3.0633
H 0.5983 1.5321 -1.6551
H 3.5059 0.5363 -0.4493
H 3.0115 2.7378 0.5265
H 1.4965 2.4530 -0.2112
H 2.8836 4.6329 -1.0338
H 1.9189 3.7145 -2.1363
H 4.6864 3.9265 -2.2182
H 3.7016 3.1337 -3.2901
H 4.9972 1.3307 -2.4179
H 5.3032 1.6670 0.5460
C 0.3457 -3.8587 -4.3672
O -0.4014 -3.4750 -3.2374
C -0.5900 -2.0725 -3.1737
C -1.7029 -1.7235 -2.2132
O -3.0007 -1.8848 -2.7527
C -3.5202 -3.2071 -2.7601
C -4.0660 -3.6506 -1.4236
O -3.0151 -4.0504 -0.5612
C -3.4511 -4.1878 0.7711
H 1.3404 -3.3932 -4.3649
H 0.4616 -4.9396 -4.3342
H -0.1698 -3.5851 -5.2946
H -0.8328 -1.6754 -4.1671
H 0.3399 -1.6039 -2.8274
H -1.6172 -0.6562 -1.9933
H -1.5903 -2.2767 -1.2772
H -2.7801 -3.9202 -3.1282
H -4.3518 -3.1823 -3.4661
H -4.7501 -4.4964 -1.5780
H -4.6290 -2.8240 -0.9717
H -3.8187 -3.2331 1.1675
H -2.5991 -4.5129 1.3646
H -4.2470 -4.9361 0.8558
C -0.8623 4.3872 5.4982
O -1.2466 3.3686 4.6004
C -0.7109 3.5585 3.3104
C -0.8287 2.2894 2.4966
O 0.1730 1.3230 2.7860
C -0.0057 0.5831 3.9915
C -1.0447 -0.5079 3.8837
O -2.3445 0.0339 3.9984
C -3.3405 -0.8895 3.6169
H -1.1989 5.3708 5.1519
H -1.3297 4.1716 6.4555
H 0.2258 4.4058 5.6298
H 0.3467 3.8494 3.3770
H -1.2649 4.3621 2.8024
H -0.6702 2.5566 1.4469
H -1.8295 1.8642 2.5864
H -0.2277 1.2466 4.8280
H 0.9585 0.1072 4.1791
H -0.8801 -1.2388 4.6877
H -0.9332 -1.0209 2.9188
H -3.2286 -1.1778 2.5646
H -4.3048 -0.4054 3.7501
H -3.3067 -1.7906 4.2393
*
```

# 2
This record from OMol25 describes a structure of composition C17H41BaF3NO17S4. The level of theory is wB97M-V/def2-TZVPD.

frontier orbital gap	2.93	eV
electronic energy	-3923.39818	Ha
M	854.095	g mol⁻¹

The geometry in ORCA input format:
```
! wB97M-V def2-TZVPD RIJCOSX def2/J DEFGRID3
* xyz 1 1
Ba -36.5741 23.1553 -22.5978
N -39.3911 21.8739 -15.3036
H -39.2137 22.8312 -15.5723
H -38.7773 21.4558 -14.6191
H -39.1765 21.3240 -16.1231
H -40.3592 21.8469 -15.0170
C -37.0665 19.6900 -19.2699
O -37.6731 20.8161 -19.3027
O -37.3459 19.0133 -18.3438
O -36.2926 19.4094 -20.2162
O -42.4457 14.8596 -18.3464
S -43.4642 15.8056 -17.8014
O -44.8689 15.4774 -17.8888
O -43.0979 16.1483 -16.1859
C -41.7395 16.2634 -15.9885
C -41.4063 15.1884 -14.9182
C -43.1598 17.3211 -18.5220
H -41.4772 17.2243 -15.5458
H -41.1493 16.1728 -16.9004
H -41.9939 14.2727 -14.9827
H -41.6309 15.7127 -13.9893
H -40.3649 14.9103 -15.0803
H -43.4283 18.2052 -17.9437
H -43.7877 17.2824 -19.4121
H -42.0901 17.3463 -18.7297
O -39.5842 18.7470 -24.6908
S -40.4846 17.5597 -24.8604
O -41.9296 17.6129 -24.6854
O -40.2545 17.0729 -26.3639
C -40.9196 15.9020 -26.9136
C -41.6850 16.2373 -28.2569
C -39.8486 16.1179 -23.9165
H -41.6283 15.4331 -26.2309
H -40.1123 15.1931 -27.0974
H -41.7697 15.2883 -28.7862
H -40.9853 16.8008 -28.8742
H -42.6381 16.6992 -27.9995
H -40.3293 15.2803 -24.4220
H -40.1322 16.0791 -22.8648
H -38.7633 16.2179 -23.9052
O -33.2197 19.8945 -25.8306
S -33.0218 18.6416 -26.5444
O -34.0484 18.1711 -27.4489
O -31.5601 18.7964 -27.3351
C -31.1763 18.1103 -28.5139
C -30.0785 17.0962 -28.2896
C -32.6854 17.2914 -25.4861
H -30.9146 18.8076 -29.3098
H -32.1175 17.7185 -28.8996
H -29.9073 16.5941 -29.2418
H -30.3274 16.3605 -27.5248
H -29.1853 17.6823 -28.0730
H -31.7517 17.5470 -24.9850
H -32.5693 16.3377 -26.0009
H -33.5900 17.2987 -24.8779
O -31.5737 13.8501 -17.8265
S -32.3395 14.0537 -19.0513
O -31.7579 13.6267 -20.3640
O -33.8832 13.4146 -18.7052
C -35.0247 13.7786 -19.4511
C -36.1311 13.5892 -18.3752
C -32.6237 15.9069 -19.0119
H -35.0570 13.1212 -20.3200
H -34.9765 14.8334 -19.7216
H -36.0838 14.2564 -17.5146
H -36.0904 12.5955 -17.9290
H -37.1137 13.7181 -18.8291
H -33.1958 15.9195 -18.0841
H -33.2264 16.2204 -19.8643
H -31.6208 16.3109 -18.8737
C -34.8316 15.6858 -12.6234
C -33.8883 14.4956 -12.6235
O -34.0044 13.6833 -11.4420
C -33.6293 12.4138 -11.3568
O -32.9820 11.6810 -12.1788
C -34.0711 11.8283 -9.9772
F -35.3218 11.5238 -10.0938
F -33.3742 10.7142 -9.6608
F -33.9874 12.6948 -8.9631
H -35.0080 16.1788 -13.5794
H -34.6499 16.5616 -12.0005
H -35.7889 15.2452 -12.3446
H -32.9024 14.9402 -12.7592
H -33.9130 14.0302 -13.6088
*
```

# 3
This record from OMol25 describes a cluster of 4 separate species, C17H41ClN3O7 in total. The level of theory is wB97M-V/def2-TZVPD.

frontier orbital gap (alpha / beta)	1.44 / 7.35	eV
electronic energy	-1823.00633	Ha
M	434.982	g mol⁻¹

The geometry in ORCA input format:
```
! wB97M-V def2-TZVPD RIJCOSX def2/J DEFGRID3
* xyz -2 2
Cl -3.1828 0.2360 -1.0128
O -3.4805 1.4717 -0.3813
O -3.2822 0.3439 -2.4160
O -1.8033 -0.0806 -0.7396
O -3.9958 -0.8831 -0.6303
C 2.0871 -2.5837 2.9444
C 0.7363 -1.8201 3.1357
C 0.5228 -1.7416 4.6261
C 1.2386 -0.6397 5.2949
C 0.7304 0.6681 4.6557
C 1.1486 0.7799 3.1748
N 0.6399 -0.4775 2.4860
O 0.5963 -0.4799 1.0878
C 0.4219 1.9717 2.5987
C 2.7475 0.9657 3.0209
C -0.4909 -2.6123 2.6111
H 2.9343 -2.3320 3.5823
H 2.3946 -2.3279 1.9304
H 2.0752 -3.6522 3.1592
H -0.5000 -1.7600 5.0025
H 0.9195 -2.6462 5.0871
H 2.3184 -0.7410 5.1859
H 0.9669 -0.6759 6.3499
H 1.2359 1.4097 5.2743
H -0.3111 0.8062 4.9460
H 0.5698 2.8556 3.2191
H 0.7486 2.1510 1.5743
H -0.6377 1.7331 2.5068
H 3.3488 0.0784 3.2189
H 2.8703 1.0406 1.9405
H 3.2528 1.8910 3.2976
H -0.4177 -3.0487 1.6149
H -1.2973 -1.8838 2.6950
H -0.5995 -3.6144 3.0260
H -0.3485 -0.3730 0.9548
C 0.4895 -2.8184 -2.7866
C -0.9051 -3.0984 -3.2186
C -1.9036 -3.4349 -2.0966
O -1.3600 -4.5471 -1.3263
C -2.4145 -5.1821 -0.5504
N -1.3355 -1.8253 -3.8954
H 0.5304 -2.2376 -1.8652
H 1.0895 -2.1966 -3.4511
H 1.0502 -3.7202 -2.5411
H -1.0784 -3.9291 -3.9027
H -2.7943 -3.7158 -2.6586
H -2.0468 -2.4955 -1.5626
H -2.3320 -6.2686 -0.5821
H -3.4217 -5.0397 -0.9421
H -2.5265 -4.6931 0.4173
H -1.7763 -1.3270 -3.1355
H -2.1053 -2.0455 -4.5111
C -1.1622 5.1387 -2.8489
C -0.4462 3.8398 -3.3464
C 1.0887 3.9437 -3.3719
O 1.4946 4.9935 -4.2669
C 2.9116 5.2072 -4.2021
N -0.8017 2.7004 -2.5475
H -1.9396 4.9611 -2.1057
H -1.6462 5.6907 -3.6545
H -0.5064 5.7810 -2.2612
H -0.8254 3.6691 -4.3540
H 1.4468 3.0931 -3.9518
H 1.6248 3.9456 -2.4228
H 3.4578 4.4851 -4.8090
H 3.4101 5.3903 -3.2502
H 3.1283 6.1226 -4.7528
H -1.7986 2.6472 -2.7006
H -0.7531 2.9366 -1.5667
*
```

Which of these has the highest M? C17H41BaF3NO17S4